The following is a DFT calculation (ωB97M-V/def2-TZVPD) of a cluster of 7 separate species, C24H38O19 in total at a distorted geometry.

The geometry in XYZ format:
```
81
Properties=species:S:1:pos:R:3:forces:R:3:lowdin_charge:R:1
C -1.868592 -2.675822 0.767779 -0.01 -0.08 1.11 -0.01
C -3.331718 -3.008914 0.492658 1.19 -0.43 0.23 -0.30
C -4.083272 -1.926879 -0.279107 0.29 0.25 0.74 -0.09
O -4.204607 -2.480302 -1.581633 -0.57 0.55 -0.25 0.06
C -4.005159 -3.816510 -1.534976 0.43 0.07 1.26 -0.57
O -4.321545 -4.609899 -2.342296 -0.21 -0.28 -1.06 0.18
O -3.390341 -4.138928 -0.375350 -0.41 -0.27 -0.17 0.08
H -1.819503 -1.661621 1.163826 0.28 0.15 -0.50 0.05
H -1.183710 -2.881826 -0.051279 -0.28 0.44 -0.34 0.08
H -1.481522 -3.268319 1.604117 -0.21 -0.28 -0.10 0.09
H -3.790713 -3.341011 1.424678 -0.32 0.38 -0.04 0.15
H -3.525128 -0.989958 -0.256348 0.23 -0.11 -0.58 0.12
H -5.043338 -1.667884 0.172843 -0.34 -0.43 -0.33 0.13
C -3.689981 -0.271298 5.304970 0.18 0.20 -0.35 -0.02
C -4.128627 -0.267662 3.842643 -0.40 -0.85 1.47 -0.31
C -4.868710 1.013658 3.462537 0.31 0.12 -0.46 -0.07
O -3.957972 1.613954 2.526058 -0.78 0.15 -0.20 0.09
C -3.025460 0.739585 2.153219 0.69 -0.17 -0.30 -0.57
O -2.258904 0.905674 1.259192 0.05 0.04 -0.15 0.16
O -3.037117 -0.371409 2.923553 -0.43 0.50 0.22 0.08
H -2.950410 0.516349 5.459775 0.13 -0.16 0.12 0.10
H -3.314953 -1.249349 5.600328 0.26 0.11 -0.02 0.08
H -4.542656 -0.046079 5.946792 -0.11 -0.02 -0.11 0.09
H -4.715311 -1.177798 3.702255 -0.28 0.24 -0.26 0.15
H -5.023242 1.763951 4.235080 0.16 -0.34 0.35 0.13
H -5.843719 0.793470 3.023081 0.17 0.17 -0.38 0.13
C 3.211448 2.426469 -2.825138 -0.79 1.02 0.79 0.00
C 2.224789 3.527659 -2.376858 1.06 0.49 -1.05 -0.31
C 1.018349 3.672352 -3.313706 0.36 -0.77 0.07 -0.08
O -0.104643 3.626274 -2.437451 -0.11 0.49 -0.42 0.06
C 0.306384 3.452484 -1.167403 -0.54 -0.18 0.42 -0.58
O -0.427755 3.423012 -0.232482 0.14 0.00 -0.05 0.17
O 1.634770 3.292351 -1.111719 0.43 -0.23 0.37 0.09
H 2.749486 1.525565 -2.424636 0.58 -0.48 -0.42 0.08
H 4.199896 2.655442 -2.431265 -0.04 -0.43 0.37 0.08
H 3.326840 2.455082 -3.906769 -0.34 -0.34 -0.07 0.09
H 2.799329 4.456741 -2.305884 -0.32 0.14 0.05 0.15
H 0.964619 2.797921 -3.967114 -0.06 0.16 -0.15 0.12
H 1.065080 4.584077 -3.904506 -0.33 0.06 0.09 0.14
C 2.596334 -3.760343 0.461608 -0.06 0.19 0.02 -0.02
C 2.093588 -2.847719 -0.641310 0.93 -0.14 0.59 -0.33
C 3.050316 -2.597628 -1.825950 -0.52 0.40 1.03 -0.07
O 2.299509 -3.002921 -2.961809 0.76 0.14 -0.45 0.09
C 1.063421 -3.322031 -2.606537 -1.44 -1.14 0.43 -0.58
O 0.155152 -3.607734 -3.328265 0.57 0.36 -0.16 0.16
O 0.930717 -3.386696 -1.253366 0.17 0.72 -0.08 0.08
H 2.785167 -4.789740 0.158210 -0.04 0.04 -0.16 0.09
H 1.856904 -3.745104 1.263451 0.04 -0.19 0.03 0.08
H 3.515126 -3.326244 0.864030 0.03 -0.10 0.01 0.09
H 1.943434 -1.881838 -0.154878 -0.83 -0.06 -0.28 0.12
H 3.984350 -3.132785 -1.664307 0.00 -0.16 -0.67 0.13
H 3.209766 -1.521020 -1.875772 0.36 -0.08 -0.35 0.13
C -2.241598 -0.915635 -3.806157 -0.47 -0.08 0.52 0.00
C -1.198227 0.137588 -4.076958 0.46 -0.56 -0.09 -0.27
C 0.103818 -0.001102 -3.282641 0.17 0.76 -0.17 -0.08
O 1.124141 0.096179 -4.282050 0.42 0.61 -0.19 0.04
C 0.584201 0.145196 -5.527090 0.09 -2.00 0.25 -0.57
O 1.204632 0.054896 -6.540183 0.15 0.83 0.11 0.16
O -0.741334 0.032174 -5.442652 -0.61 0.42 -0.20 0.09
H -3.039445 -0.860826 -4.545194 -0.01 -0.03 0.02 0.09
H -2.690822 -0.793508 -2.816026 -0.03 0.45 -0.11 0.08
H -1.868985 -1.939619 -3.743842 0.43 0.13 -0.51 0.08
H -1.541613 1.165556 -3.961089 -0.46 -0.11 0.07 0.15
H 0.278147 -0.915097 -2.725263 -0.39 -0.05 0.03 0.11
H 0.181874 0.868751 -2.630461 0.25 -0.29 0.32 0.11
C 4.115204 2.868214 5.447339 0.14 -0.05 0.10 -0.03
C 3.868305 3.171095 3.986768 0.12 0.69 0.63 -0.32
C 4.706442 2.383169 2.974944 -1.16 0.43 -0.51 -0.06
O 3.696461 1.936255 2.048303 0.48 -0.21 -0.19 0.06
C 2.462239 2.102401 2.559575 0.15 -1.23 0.19 -0.56
O 1.503162 1.543491 2.129964 -0.21 0.43 -0.03 0.16
O 2.511769 2.821227 3.684466 -0.11 0.20 -0.01 0.10
H 5.162989 3.009251 5.719263 0.06 -0.12 -0.18 0.09
H 3.814024 1.840419 5.653657 0.10 0.00 0.10 0.09
H 3.553134 3.540162 6.094518 -0.19 -0.06 -0.11 0.09
H 3.959859 4.248571 3.827392 0.06 -0.06 -0.16 0.15
H 5.209435 1.523889 3.414383 0.13 0.01 -0.10 0.13
H 5.345868 3.031965 2.383902 0.45 -0.15 0.32 0.13
O 0.375857 -0.024557 -0.088403 -0.03 -0.21 -0.15 -0.06
H -0.407937 0.486657 0.161526 0.12 -0.01 0.15 0.01
H 0.922230 -0.025560 0.707440 -0.15 0.41 -0.02 0.02
```
Forces are in eV/Å.

Values from the calculation:
ΔE to the lowest compared entry with this formula, charge and spin in eV: 0.000
Spin multiplicity: 1
E in a.u.: -2366.95136
Gap between HOMO and LUMO in eV: 10.7
F_max in Eh/bohr: 0.0392